{"formula": "C6H15F2N2O6S2Sn", "method": "ωB97M-V/def2-TZVPD", "elements": ["Sn", "N", "S", "O", "O", "F", "S", "O", "O", "F", "C", "O", "C", "C", "N", "C", "C", "O", "C", "H", "H", "H", "H", "H", "H", "H", "H", "H", "H", "H", "H", "H", "H", "H"], "positions_angstrom": [[1.807, -1.225, -0.630], [2.649, 1.207, -1.432], [3.445, 2.472, -0.917], [2.981, 3.743, -1.359], [4.853, 2.325, -0.855], [2.918, 2.512, 0.603], [2.677, 1.401, -3.079], [3.835, 1.940, -3.676], [1.407, 1.684, -3.636], [2.857, -0.194, -3.349], [2.112, 0.220, 2.579], [1.318, 0.295, 1.395], [0.098, 1.055, 1.539], [-0.723, 0.738, 0.319], [-0.855, -0.664, 0.015], [-1.518, -1.470, 1.076], [-2.735, -2.233, 0.516], [-3.294, -1.522, -0.582], [-4.450, -2.215, -1.050], [3.073, -0.285, 2.522], [1.544, -0.150, 3.435], [2.364, 1.267, 2.779], [0.329, 2.117, 1.468], [-0.501, 0.692, 2.375], [-0.303, 1.243, -0.562], [-1.671, 1.293, 0.314], [-1.483, -0.728, -0.788], [-1.947, -0.787, 1.811], [-0.838, -2.191, 1.526], [-3.431, -2.449, 1.324], [-2.283, -3.079, -0.020], [-4.801, -1.627, -1.898], [-5.269, -2.186, -0.332], [-4.164, -3.197, -1.429]], "lowdin_charge": [1.627, -0.415, 0.454, -0.229, -0.222, -0.185, 0.504, -0.196, -0.230, -0.267, -0.067, -0.420, -0.154, -0.233, -0.118, -0.151, -0.194, -0.222, -0.072, 0.102, 0.105, 0.101, 0.150, 0.131, 0.126, 0.154, 0.113, 0.124, 0.122, 0.139, 0.129, 0.097, 0.099, 0.098], "de_lowest_ev": 0.0000, "gap_ev": 6.89, "energy_ev": -54656.5734, "e_lumo_ev": -6.5, "total_charge": 1}